{"formula": "C10H16O", "method": "the ωB97M-V functional and the def2-TZVPD basis", "spin_multiplicity": 1, "relative_energy_kj_mol": 104.7, "gap_ev": 9.46, "e_homo_ha": -0.3125, "smiles": "Cc1ccc(O)cc1.CCC", "charge": 0, "energy_ha": -465.8579, "e_lumo_ev": 0.954, "max_force_ev_per_a": 1.7, "elements": ["H", "C", "H", "H", "O", "H", "H", "H", "H", "C", "C", "C", "H", "H", "C", "C", "C", "H", "H", "C", "H", "H", "H", "C", "H", "H", "C"], "positions_angstrom": [[-1.189, -0.163, 1.164], [4.535, -1.105, -0.549], [3.989, 1.554, -0.954], [-2.880, 1.289, 0.408], [-0.468, 1.491, -1.221], [2.016, -2.175, -0.262], [-1.157, 0.864, -1.507], [-4.936, 1.446, 1.436], [4.441, -2.091, -1.012], [3.099, 0.950, -0.833], [3.204, -0.407, -0.573], [0.775, -0.500, -0.638], [4.928, -1.258, 0.456], [-2.179, -1.540, 1.212], [1.885, 1.581, -1.053], [-3.256, 0.293, 0.582], [-2.209, -0.461, 1.403], [1.833, 2.631, -1.286], [-3.436, -0.316, -0.293], [-4.635, 0.407, 1.305], [-4.560, -0.005, 2.312], [-5.419, -0.106, 0.747], [-0.089, -1.149, -0.654], [0.723, 0.820, -1.047], [5.264, -0.571, -1.164], [-2.298, -0.368, 2.486], [2.020, -1.113, -0.467]], "atomic_forces_ev_per_a": [[0.0, 0.3, -0.1], [0.1, -0.3, -0.3], [0.2, -0.1, 0.1], [0.1, 0.2, -0.6], [-0.2, -0.5, -0.6], [0.2, -0.1, 0.0], [0.4, 0.3, 0.3], [0.0, 0.0, -0.1], [0.0, 0.0, 0.1], [0.1, 0.6, -0.3], [0.0, -0.1, -0.2], [0.8, -0.7, -0.9], [0.1, 0.1, 0.0], [-0.4, 0.1, 0.0], [0.0, -0.5, -0.2], [-0.6, -0.7, 1.4], [0.7, -0.6, 0.2], [0.0, 0.1, 0.0], [0.2, 0.5, -0.7], [0.5, 0.1, 0.0], [-0.2, -0.2, -0.1], [0.0, 0.0, 0.2], [-0.3, 0.2, 0.2], [-0.5, 0.7, 1.1], [0.0, 0.1, 0.3], [-0.2, 0.3, 0.0], [-0.7, 0.1, 0.1]]}

{"formula": "C19H20F2N2O3", "method": "the ωB97M-V functional and the def2-TZVPD basis", "spin_multiplicity": 1, "relative_energy_kj_mol": 18.6, "gap_ev": 8.94, "e_homo_ha": -0.3081, "smiles": "CCc1ccc(OCC(=O)N/N=C(\\C)c2ccc(OC(F)F)cc2)cc1", "charge": 0, "energy_ha": -1270.9680, "e_lumo_ev": 0.551, "max_force_ev_per_a": 1.5, "elements": ["C", "N", "C", "C", "H", "O", "C", "H", "H", "C", "C", "C", "N", "H", "H", "C", "C", "H", "C", "H", "C", "H", "O", "C", "C", "C", "H", "H", "H", "H", "H", "H", "H", "F", "C", "F", "C", "H", "C", "H", "H", "O", "H", "H", "C", "C"], "positions_angstrom": [[-6.190, -1.698, 0.190], [0.598, 0.808, -0.029], [-7.252, -0.805, 0.285], [7.771, -0.388, 0.015], [3.210, -2.137, 0.450], [6.855, 0.548, -0.226], [3.276, 1.135, -0.414], [-8.618, -2.109, -1.699], [-10.247, -1.769, -1.103], [1.269, -0.276, -0.083], [-8.671, -1.296, 0.306], [-5.665, 1.020, 0.251], [-0.743, 0.834, 0.029], [-3.282, 2.306, 1.044], [8.772, 0.058, -0.097], [2.726, -0.114, -0.107], [-2.940, 1.825, 0.117], [1.305, -2.315, -0.730], [-1.421, 2.012, 0.038], [-3.383, 2.364, -0.732], [-4.888, -1.248, 0.129], [5.073, 2.274, -0.683], [-3.286, 0.460, 0.094], [4.966, -0.990, 0.159], [4.639, 1.317, -0.443], [-4.614, 0.118, 0.158], [-7.775, 1.264, 0.385], [-4.065, -1.941, 0.058], [0.645, -2.080, 0.894], [-1.298, -0.021, 0.063], [-6.386, -2.760, 0.167], [5.603, -1.829, 0.393], [2.605, 1.952, -0.625], [7.686, -0.922, 1.261], [5.487, 0.251, -0.161], [7.689, -1.453, -0.826], [-9.219, -1.413, -1.118], [-9.294, -0.604, 0.875], [0.689, -1.667, -0.114], [-8.717, -2.274, 0.790], [-9.194, -0.445, -1.613], [-0.920, 3.107, -0.007], [-5.488, 2.083, 0.277], [-0.318, -1.667, -0.528], [3.592, -1.165, 0.182], [-6.967, 0.551, 0.312]], "atomic_forces_ev_per_a": [[0.1, 0.1, 0.0], [0.6, 0.5, 0.1], [-0.1, 0.1, 0.2], [1.5, -0.4, 0.1], [-0.1, -0.1, 0.0], [-0.9, 0.4, -0.1], [0.0, -0.2, 0.0], [0.0, -0.1, -0.1], [-0.1, 0.0, -0.1], [-0.8, -0.1, 0.0], [0.0, 0.0, -0.2], [0.4, 0.2, 0.0], [-0.4, -1.2, 0.0], [0.1, -0.1, -0.1], [-0.4, -0.1, 0.0], [0.6, 0.1, 0.0], [0.0, 0.5, 0.0], [0.0, -0.1, 0.0], [-0.2, 0.0, 0.0], [0.1, -0.1, 0.1], [0.2, 0.1, 0.0], [0.0, 0.1, 0.0], [-0.1, -0.2, 0.0], [0.3, -0.1, 0.0], [0.3, -0.2, 0.1], [-0.1, -0.2, 0.0], [-0.1, 0.1, 0.0], [0.1, -0.1, 0.0], [0.0, -0.1, 0.0], [0.2, 0.3, 0.0], [0.0, -0.1, 0.0], [0.1, 0.0, 0.0], [0.0, 0.1, 0.0], [-0.2, 0.1, 0.3], [0.0, 0.0, 0.0], [-0.2, 0.0, -0.3], [-0.1, 0.0, 0.2], [0.0, -0.1, 0.1], [-0.1, 0.3, 0.0], [0.0, 0.0, 0.1], [0.0, 0.1, -0.1], [-0.2, 0.1, 0.0], [0.1, 0.1, 0.0], [0.0, -0.1, 0.0], [-0.2, 0.3, -0.1], [0.0, -0.2, 0.0]]}

{"formula": "C13H17B11Br6N2O4RhS", "method": "the ωB97M-V functional and the def2-TZVPD basis", "spin_multiplicity": 5, "relative_energy_kj_mol": 46.7, "gap_ev": [6.39, 4.15], "e_homo_ha": [-0.4332, -0.4331], "charge": 1, "s2": 6.053, "energy_ha": -17142.2806, "e_lumo_ev": [-5.394, -7.632], "max_force_ev_per_a": 0.3, "elements": ["O", "O", "H", "Br", "N", "B", "B", "Br", "B", "C", "C", "C", "C", "Br", "H", "H", "Br", "C", "C", "H", "B", "Br", "O", "Br", "Rh", "H", "C", "C", "B", "N", "H", "H", "H", "C", "H", "H", "C", "H", "C", "C", "B", "H", "B", "B", "O", "B", "H", "C", "B", "B", "H", "H", "H", "H", "S"], "positions_angstrom": [[2.597, 1.517, -3.900], [1.281, 0.016, -2.482], [3.802, -1.198, 2.547], [0.054, -2.469, -0.283], [2.162, -0.620, 1.420], [-3.226, -2.470, -0.444], [-1.710, -1.647, -0.809], [-2.269, -1.134, 2.362], [-4.422, -1.182, -0.065], [-3.513, -0.842, -2.631], [0.929, 3.933, 3.128], [4.295, -1.029, -1.804], [2.021, 3.452, 2.425], [-3.997, 1.941, 0.922], [-5.610, 0.316, -1.881], [4.003, -0.828, -2.826], [-0.444, 1.241, 0.021], [2.196, 2.083, 2.259], [0.171, 1.681, 3.497], [-3.780, -0.786, -3.675], [-4.384, -1.937, -1.670], [-5.856, -1.473, 1.191], [0.664, 2.331, -3.081], [-3.221, -4.225, 0.373], [1.544, -0.316, -0.505], [-1.065, -0.497, -3.085], [5.581, -1.479, -1.306], [0.008, 3.044, 3.671], [-2.739, -1.015, 0.485], [3.457, -0.875, -0.792], [0.791, 4.998, 3.253], [-2.409, -3.103, -2.874], [-3.011, 1.629, -2.458], [4.138, -1.193, 0.365], [-0.849, 3.415, 4.218], [-5.237, -2.599, -2.136], [5.471, -1.575, 0.049], [2.740, 4.138, 1.998], [1.270, 1.197, 2.789], [3.383, -1.027, 1.561], [-1.883, -0.665, -2.261], [-0.567, 0.994, 3.888], [-1.922, 0.070, -0.659], [-4.609, -0.180, -1.515], [2.424, 1.795, -1.443], [-2.698, -2.241, -2.128], [6.227, -1.875, 0.757], [1.374, -0.302, 2.606], [-3.591, 0.406, -0.190], [-3.063, 0.608, -1.877], [0.374, -0.715, 2.452], [3.056, 1.738, 1.695], [6.442, -1.685, -1.921], [1.829, -0.790, 3.472], [1.791, 1.429, -2.702]], "atomic_forces_ev_per_a": [[0.0, 0.0, 0.0], [-0.1, 0.1, -0.2], [0.0, 0.0, 0.0], [0.0, 0.0, -0.1], [0.2, 0.0, 0.2], [0.0, 0.0, 0.0], [0.2, -0.1, 0.0], [0.1, 0.0, 0.0], [0.0, 0.0, 0.0], [0.0, 0.0, -0.1], [0.0, 0.0, 0.0], [0.1, 0.0, -0.1], [0.0, 0.0, 0.0], [0.0, 0.0, 0.0], [0.0, 0.0, 0.0], [0.0, 0.0, 0.0], [0.0, -0.1, 0.0], [0.0, 0.1, 0.0], [0.1, 0.0, 0.0], [0.0, 0.0, 0.0], [0.0, 0.0, 0.0], [0.0, 0.0, 0.0], [0.0, 0.0, -0.1], [0.0, 0.0, 0.0], [0.1, 0.2, 0.0], [0.0, 0.0, 0.0], [-0.1, 0.0, 0.1], [0.0, 0.0, 0.0], [-0.1, 0.0, 0.0], [-0.2, -0.1, 0.0], [0.0, 0.0, 0.0], [0.0, 0.0, 0.0], [0.0, 0.0, 0.0], [-0.1, 0.0, 0.0], [0.0, 0.0, 0.0], [0.0, 0.0, 0.0], [0.2, 0.0, -0.1], [0.0, 0.0, 0.0], [-0.1, 0.0, 0.1], [-0.1, 0.0, 0.0], [0.1, 0.0, 0.0], [0.0, 0.0, 0.0], [0.0, 0.0, -0.1], [0.0, 0.0, 0.0], [0.0, 0.0, 0.1], [0.0, 0.0, 0.0], [0.0, 0.0, 0.0], [0.0, 0.0, 0.0], [0.0, 0.0, 0.0], [0.0, 0.0, 0.0], [0.0, 0.0, 0.0], [0.0, 0.0, 0.0], [0.0, 0.0, 0.0], [0.0, 0.0, 0.0], [0.0, -0.2, 0.0]]}

{"formula": "C56H43BrF4N11O2PTi", "method": "the ωB97M-V functional and the def2-TZVPD basis", "spin_multiplicity": 1, "relative_energy_kj_mol": 96.8, "gap_ev": 5.82, "e_homo_ha": -0.4693, "charge": 2, "energy_ha": -7076.3842, "e_lumo_ev": -6.948, "max_force_ev_per_a": 0.8, "elements": ["H", "H", "C", "C", "H", "C", "Ti", "H", "C", "C", "C", "H", "H", "H", "C", "H", "H", "C", "C", "C", "C", "C", "H", "C", "C", "H", "H", "C", "H", "C", "C", "N", "C", "H", "O", "H", "H", "C", "C", "C", "N", "C", "C", "C", "C", "C", "F", "N", "C", "H", "H", "N", "C", "N", "C", "N", "H", "C", "C", "H", "C", "C", "C", "F", "N", "C", "C", "Br", "C", "N", "C", "C", "H", "C", "H", "H", "N", "C", "H", "H", "H", "H", "F", "H", "H", "C", "H", "P", "H", "C", "C", "C", "H", "C", "C", "H", "N", "H", "H", "H", "O", "N", "H", "C", "C", "C", "H", "F", "H", "C", "H", "H", "C", "C", "C", "C", "H", "C", "H"], "positions_angstrom": [[-3.555, -1.750, 1.119], [-4.564, 0.940, 5.552], [-0.398, -2.684, -2.653], [-3.879, -2.046, 0.135], [-2.517, 1.597, 4.411], [7.593, 0.883, -2.471], [-0.071, -0.738, -0.095], [1.571, 2.140, -0.977], [-2.171, -2.042, 5.437], [-4.907, -2.968, 0.008], [-5.362, -3.345, -1.248], [-0.919, 4.070, -3.865], [-3.412, -3.742, 4.998], [8.052, 2.849, -5.858], [2.406, -3.355, 2.477], [-2.682, 2.342, -3.339], [-4.295, 0.534, 0.653], [-4.343, 0.641, 1.729], [-1.446, 1.387, -1.897], [-0.972, -5.008, -2.265], [-2.744, -2.993, 4.597], [1.380, 3.225, 3.636], [0.500, 0.045, -3.185], [-2.316, 3.009, 0.424], [-1.721, 2.356, -2.848], [7.487, 0.340, -1.542], [-2.868, -3.753, 2.598], [-2.975, 5.209, -1.179], [5.533, -1.030, -1.990], [-1.365, 3.990, 0.122], [1.750, -2.030, 2.173], [-0.292, 1.296, -1.217], [0.748, 4.152, 4.453], [2.440, -4.937, 0.931], [1.577, -1.152, 2.982], [-0.898, -0.320, 5.555], [-0.095, -1.941, -3.371], [2.592, -0.419, -3.523], [3.883, -0.730, -0.145], [-1.075, -1.039, 3.550], [-2.241, -0.513, -0.937], [-0.747, 2.569, 2.660], [4.969, -0.994, -2.918], [1.468, -0.228, -2.807], [-1.587, -2.029, 2.733], [-3.601, 3.151, -0.096], [-1.234, 5.237, 5.081], [1.387, -1.945, 0.814], [-3.781, -1.850, -2.268], [-0.948, 5.841, -0.861], [1.668, -3.959, 3.009], [5.105, 0.223, -5.005], [-0.554, -2.382, -1.308], [1.728, -0.375, -1.451], [8.639, 1.754, -2.671], [3.581, -0.670, -2.598], [-6.499, 0.085, 4.272], [-5.593, 0.373, 3.758], [0.643, 2.460, 2.750], [3.248, -3.204, 3.148], [6.703, 0.742, -3.540], [3.035, -0.641, -1.367], [-3.328, -1.486, -1.007], [1.449, 4.884, 5.295], [-2.460, 0.431, -1.724], [0.448, 3.225, -2.435], [-4.794, -2.784, -2.385], [1.674, 1.421, 1.557], [-0.613, -3.975, -3.122], [-1.191, -2.092, 1.345], [-4.508, 0.856, 4.476], [2.048, -2.997, 0.132], [-0.475, -4.177, -4.176], [7.931, 2.318, -4.925], [-1.492, -5.480, -0.222], [-4.932, 4.342, -1.266], [-1.314, -3.240, 0.870], [-1.341, 3.555, 3.444], [-5.351, -3.391, 0.899], [3.289, -0.619, 0.753], [-4.380, 2.445, 0.138], [9.362, 1.896, -1.880], [-2.641, 3.817, 3.338], [5.000, -1.977, -3.393], [-0.414, -0.285, 3.148], [-1.343, -1.066, 4.910], [-3.236, 6.066, -1.783], [-1.764, 1.598, 1.482], [2.802, -0.374, -4.576], [-1.692, 5.081, -0.663], [-3.923, 4.242, -0.890], [2.754, -3.911, 1.114], [9.654, 3.129, -3.979], [-3.348, 1.235, 3.823], [6.863, 1.435, -4.736], [4.629, 0.069, -0.158], [5.843, 1.073, -5.592], [4.409, -1.683, -0.089], [-3.325, -1.422, -3.151], [-6.156, -4.071, -1.341], [2.101, -3.135, -1.064], [5.568, 0.006, -3.746], [-0.361, 3.921, 0.524], [-3.253, 1.141, 2.437], [0.635, 2.218, -1.502], [-1.005, -3.418, -0.474], [-1.104, -6.012, -2.641], [2.701, 3.119, 3.700], [-2.379, -2.062, 6.498], [8.809, 2.464, -3.880], [1.248, 3.928, -2.614], [-5.139, -3.076, -3.367], [-5.508, 0.264, 2.379], [-1.174, -4.726, -0.929], [-2.448, -2.999, 3.248], [-0.621, 4.328, 4.345], [-6.343, -0.114, 1.806], [-0.748, 3.300, -3.126], [3.823, -3.865, 0.902]], "atomic_forces_ev_per_a": [[0.0, 0.1, 0.0], [0.0, 0.0, 0.0], [0.0, 0.0, 0.0], [-0.1, 0.1, 0.0], [0.0, 0.0, 0.0], [0.0, 0.0, 0.0], [0.4, 0.4, -0.5], [0.0, 0.0, 0.0], [0.0, 0.0, 0.0], [0.0, 0.0, 0.0], [0.0, 0.0, 0.0], [0.0, 0.0, 0.0], [0.0, 0.0, 0.0], [0.0, 0.0, 0.0], [0.0, 0.0, 0.0], [0.0, 0.0, 0.0], [0.0, 0.0, 0.0], [0.0, -0.1, -0.1], [0.0, 0.1, -0.1], [0.0, 0.0, 0.0], [0.0, 0.0, 0.0], [0.0, 0.1, 0.1], [0.0, -0.1, 0.0], [0.1, 0.0, 0.1], [0.1, 0.0, 0.0], [0.0, 0.0, 0.0], [0.0, 0.0, 0.0], [0.0, 0.0, 0.0], [0.0, -0.1, -0.1], [0.0, 0.0, 0.1], [-0.1, 0.0, 0.0], [-0.4, -0.5, -0.2], [0.0, 0.0, 0.0], [0.0, 0.0, 0.0], [0.0, 0.0, 0.0], [0.0, 0.0, 0.0], [0.1, 0.0, 0.0], [-0.1, -0.1, 0.0], [0.0, 0.1, 0.0], [0.0, 0.1, 0.1], [-0.3, 0.3, -0.2], [0.0, 0.0, 0.0], [0.0, 0.0, 0.0], [0.0, 0.1, -0.1], [0.0, 0.1, -0.1], [-0.1, 0.0, 0.0], [0.0, -0.1, 0.0], [0.0, -0.4, -0.2], [0.0, 0.0, -0.1], [0.0, 0.0, 0.0], [0.0, 0.0, 0.0], [-0.2, -0.1, -0.1], [0.2, 0.2, 0.4], [-0.1, -0.2, 0.2], [0.0, 0.0, 0.0], [-0.1, 0.0, 0.2], [0.0, 0.0, 0.0], [0.0, 0.0, 0.0], [0.0, 0.0, 0.0], [0.0, 0.0, 0.0], [0.0, 0.1, 0.1], [0.1, 0.3, 0.1], [0.2, 0.1, 0.1], [0.0, 0.0, 0.0], [0.0, -0.3, 0.2], [0.0, -0.1, 0.0], [0.0, 0.0, 0.0], [-0.1, 0.0, -0.1], [0.0, 0.0, 0.0], [0.2, 0.0, -0.1], [0.0, 0.0, 0.0], [-0.1, 0.0, 0.1], [0.0, 0.0, 0.0], [0.0, 0.0, 0.0], [0.0, 0.0, 0.0], [0.0, 0.0, 0.0], [0.0, 0.0, 0.0], [0.0, 0.1, 0.0], [0.0, 0.0, 0.0], [0.1, 0.1, 0.0], [0.0, 0.0, 0.0], [0.0, 0.0, 0.0], [0.1, 0.1, 0.0], [0.0, 0.1, 0.0], [0.0, 0.0, 0.0], [0.0, 0.0, 0.0], [0.0, 0.0, 0.0], [-0.1, 0.2, 0.1], [0.0, 0.0, 0.0], [-0.1, 0.0, 0.1], [0.0, 0.0, 0.0], [0.0, 0.0, 0.0], [0.0, 0.0, 0.0], [0.0, -0.1, 0.1], [0.0, 0.0, 0.0], [0.0, 0.0, 0.0], [0.0, 0.0, 0.0], [0.0, 0.0, 0.0], [0.0, 0.0, 0.0], [0.0, 0.0, 0.0], [0.0, -0.1, 0.0], [0.2, 0.0, 0.0], [0.0, 0.0, 0.0], [0.0, 0.0, -0.1], [0.0, 0.1, 0.0], [0.1, -0.2, 0.2], [0.0, 0.0, 0.0], [0.0, 0.0, 0.0], [0.0, 0.0, 0.0], [0.0, 0.0, 0.0], [0.0, 0.0, 0.0], [0.0, 0.0, 0.0], [0.0, 0.0, 0.0], [-0.1, 0.1, -0.1], [0.0, 0.0, 0.0], [0.0, 0.0, 0.0], [0.0, 0.0, 0.0], [0.0, -0.1, 0.0], [0.0, 0.0, 0.0]]}